[1]
Formula: C21H38N4O4
Source: the Open Molecules 2025 dataset
Level of theory: wB97M-V/def2-TZVPD

* SMILES string: Cc1cnc2ccccc2n1.COCCNCCOC.COCCNCCOC
* ΔE to the lowest compared entry with this formula, charge and spin: 0.000 eV
* spin multiplicity: 1

Last column: Mulliken charge in e.
Element x y z (Å)
C (1.397, 3.144, 0.712)  -1.032
C (2.807, 2.909, 0.246)  0.890
C (3.086, 2.765, -1.155)  -0.388
N (4.278, 2.546, -1.623)  -0.620
C (5.295, 2.466, -0.709)  0.444
C (6.610, 2.223, -1.142)  -0.569
C (7.624, 2.138, -0.230)  -0.424
C (7.360, 2.286, 1.150)  -0.489
C (6.091, 2.522, 1.593)  -0.561
C (5.030, 2.623, 0.673)  0.462
N (3.762, 2.843, 1.133)  -0.538
H (0.678, 2.679, 0.037)  0.036
H (1.188, 4.214, 0.760)  0.403
H (1.270, 2.720, 1.706)  0.341
H (2.266, 2.826, -1.866)  0.430
H (6.796, 2.105, -2.202)  0.445
H (8.636, 1.954, -0.567)  0.385
H (8.174, 2.211, 1.858)  0.389
H (5.864, 2.635, 2.646)  0.446
C (3.051, -0.541, 0.694)  -0.692
O (1.680, -0.525, 0.339)  -0.192
C (1.445, -0.587, -1.063)  -1.044
C (0.584, -1.781, -1.397)  0.000
N (1.318, -3.023, -1.185)  -0.330
C (0.503, -4.222, -1.329)  -0.731
C (-0.657, -4.407, -0.357)  -0.358
O (-0.251, -4.574, 0.988)  -0.439
C (-0.175, -3.388, 1.754)  -0.277
H (3.108, -0.435, 1.776)  0.284
H (3.537, -1.477, 0.398)  0.407
H (3.580, 0.294, 0.234)  0.073
H (2.392, -0.627, -1.610)  0.508
H (0.920, 0.326, -1.365)  0.252
H (0.288, -1.719, -2.448)  0.373
H (-0.331, -1.718, -0.798)  0.063
H (1.718, -3.005, -0.255)  0.237
H (1.161, -5.089, -1.236)  0.382
H (0.095, -4.239, -2.345)  0.400
H (-1.184, -5.323, -0.636)  0.364
H (-1.379, -3.584, -0.427)  0.203
H (-0.938, -2.666, 1.447)  0.046
H (0.805, -2.906, 1.685)  0.114
H (-0.349, -3.658, 2.796)  0.346
C (-7.243, -0.886, 0.441)  -0.762
O (-6.714, 0.328, -0.054)  -0.344
C (-6.324, 1.250, 0.956)  -0.793
C (-4.850, 1.561, 0.839)  -0.222
N (-4.053, 0.381, 1.142)  -0.311
C (-2.622, 0.537, 0.915)  -0.649
C (-2.153, 0.764, -0.516)  0.178
O (-2.384, -0.342, -1.371)  -0.308
C (-3.624, -0.342, -2.055)  -0.751
H (-7.524, -1.488, -0.420)  0.246
H (-6.509, -1.439, 1.038)  0.322
H (-8.132, -0.712, 1.054)  0.358
H (-6.545, 0.842, 1.947)  0.427
H (-6.902, 2.170, 0.827)  0.388
H (-4.595, 2.352, 1.550)  0.358
H (-4.672, 1.952, -0.173)  0.205
H (-4.396, -0.393, 0.587)  0.194
H (-2.123, -0.361, 1.288)  0.148
H (-2.265, 1.372, 1.526)  0.374
H (-1.069, 0.905, -0.480)  -0.440
H (-2.584, 1.670, -0.957)  0.508
H (-3.945, 0.674, -2.300)  0.321
H (-4.417, -0.828, -1.479)  0.236
H (-3.486, -0.900, -2.981)  0.279

***

[2]
Formula: C21H38O10
Source: the Open Molecules 2025 dataset
Level of theory: wB97M-V/def2-TZVPD

* SMILES string: CCCC[C@H](CCCCO)OC(=O)C[C@H](C)O.C[C@@H]1COC(=O)O1.C[C@@H]1COC(=O)O1
* ΔE to the lowest compared entry with this formula, charge and spin: 0.000 eV
* spin multiplicity: 1

Last column: Mulliken charge in e.
Element x y z (Å)
C (-0.458, -2.901, 2.776)  -1.192
C (-1.800, -2.343, 2.260)  -0.020
C (-2.098, -2.623, 0.779)  -1.112
C (-0.922, -2.494, -0.191)  -0.049
C (-0.047, -1.265, -0.046)  0.679
C (-0.693, 0.057, -0.457)  -0.421
C (-1.647, 0.693, 0.548)  -0.881
C (-0.943, 1.233, 1.799)  -0.504
C (-0.393, 2.643, 1.579)  -0.475
O (0.853, 2.839, 2.264)  -0.606
O (1.067, -1.474, -0.978)  -0.364
C (2.281, -1.627, -0.385)  0.424
O (2.748, -0.836, 0.416)  -0.619
C (3.006, -2.874, -0.837)  -0.712
C (4.514, -2.809, -0.654)  0.446
C (5.190, -3.892, -1.493)  -1.462
O (4.789, -3.035, 0.725)  -0.525
H (0.193, -2.079, 3.072)  0.295
H (0.083, -3.483, 2.036)  0.245
H (-0.584, -3.507, 3.669)  0.340
H (-2.591, -2.825, 2.835)  0.591
H (-1.864, -1.284, 2.498)  -0.132
H (-2.924, -2.000, 0.441)  0.333
H (-2.471, -3.646, 0.722)  0.536
H (-1.336, -2.449, -1.199)  -0.674
H (-0.316, -3.397, -0.154)  0.445
H (0.385, -1.151, 0.945)  0.300
H (-1.168, -0.097, -1.427)  -0.034
H (0.135, 0.754, -0.595)  0.349
H (-2.106, 1.552, 0.052)  0.444
H (-2.482, 0.049, 0.809)  0.329
H (-1.682, 1.261, 2.602)  0.391
H (-0.132, 0.591, 2.140)  0.347
H (-1.085, 3.398, 1.949)  0.202
H (-0.228, 2.829, 0.521)  0.336
H (0.697, 2.560, 3.166)  0.331
H (2.795, -3.057, -1.888)  0.422
H (2.636, -3.734, -0.278)  0.296
H (4.899, -1.823, -0.922)  0.263
H (4.792, -3.925, -2.505)  0.367
H (6.264, -3.734, -1.562)  0.408
H (4.972, -4.854, -1.033)  0.361
H (5.712, -3.267, 0.829)  0.302
C (0.090, -2.612, -6.600)  -1.439
C (-1.212, -2.477, -5.852)  0.463
C (-1.302, -1.277, -4.934)  -0.432
O (-2.191, -1.743, -3.911)  -0.298
C (-2.091, -3.094, -3.858)  0.686
O (-2.541, -3.766, -2.993)  -0.536
O (-1.388, -3.558, -4.919)  -0.358
H (0.067, -3.480, -7.258)  0.360
H (0.276, -1.724, -7.205)  0.371
H (0.917, -2.749, -5.904)  0.328
H (-2.057, -2.497, -6.546)  0.255
H (-1.714, -0.394, -5.415)  0.368
H (-0.342, -1.029, -4.475)  0.258
C (0.406, 6.434, 4.089)  -1.362
C (-0.704, 6.823, 3.145)  0.475
C (-1.724, 7.787, 3.710)  -0.493
O (-2.913, 7.431, 2.992)  -0.361
C (-2.797, 6.134, 2.617)  0.599
O (-3.675, 5.478, 2.165)  -0.515
O (-1.535, 5.691, 2.834)  -0.245
H (1.105, 5.758, 3.598)  0.299
H (0.950, 7.317, 4.423)  0.392
H (0.001, 5.914, 4.958)  0.349
H (-0.291, 7.199, 2.205)  0.211
H (-1.476, 8.831, 3.533)  0.322
H (-1.900, 7.630, 4.777)  0.303

***

[3]
Formula: C21H39Cl22FN2O3P2S
Source: the Open Molecules 2025 dataset
Level of theory: wB97M-V/def2-TZVPD

* SMILES string: CC[C@@H](F)[C@@](C#N)(P(O)O)[C@](C#N)(CCCS)[PH2]=O.ClCCl.ClCCl.ClCCl.ClCCl.ClCCl.ClCCl.ClCCl.ClCCl.ClCCl.ClCCl.ClCCl
* spin multiplicity: 1

Last column: Mulliken charge in e.
Element x y z (Å)
C (-3.446, 3.332, -1.235)  -1.086
C (-2.899, 2.571, -2.460)  -0.675
C (-2.032, 1.339, -2.062)  -0.199
F (-1.629, 1.543, -0.749)  -0.388
C (-2.797, 0.017, -2.210)  0.769
C (-4.155, 0.232, -1.617)  -0.362
N (-5.122, 0.252, -0.995)  -0.676
P (-3.102, -0.382, -4.106)  0.156
O (-2.896, 1.009, -4.968)  -0.409
O (-4.683, -0.843, -4.228)  -0.504
C (-2.102, -1.246, -1.561)  2.357
C (-2.247, -2.424, -2.487)  -0.457
N (-2.283, -3.406, -3.084)  -0.530
C (-2.781, -1.740, -0.242)  -2.407
C (-2.626, -0.777, 0.941)  0.403
C (-3.444, -1.207, 2.212)  -0.221
S (-3.910, -2.967, 2.330)  -0.248
P (-0.262, -1.039, -1.382)  0.277
O (0.402, -0.561, -2.624)  -0.626
H (-3.769, 2.672, -0.432)  0.081
H (-4.349, 3.858, -1.565)  0.439
H (-2.769, 4.105, -0.875)  0.412
H (-2.265, 3.269, -3.014)  0.445
H (-3.710, 2.302, -3.137)  0.202
H (-1.161, 1.350, -2.720)  0.614
H (-3.771, 1.412, -5.114)  0.329
H (-4.804, -1.544, -3.568)  0.398
H (-3.806, -2.057, -0.426)  0.530
H (-2.238, -2.654, 0.026)  0.764
H (-1.578, -0.766, 1.250)  0.446
H (-2.999, 0.218, 0.699)  -0.168
H (-2.901, -0.938, 3.128)  -0.409
H (-4.375, -0.634, 2.188)  0.418
H (-4.813, -3.076, 1.334)  0.129
H (-0.048, -0.239, -0.247)  0.044
H (0.219, -2.328, -1.048)  0.157
Cl (-2.023, -1.455, 6.386)  -0.155
C (-1.014, -0.173, 5.713)  -0.296
Cl (-1.704, 0.480, 4.219)  -0.123
H (-0.934, 0.627, 6.440)  0.340
H (-0.033, -0.579, 5.495)  0.230
Cl (3.976, -1.449, -2.621)  -0.104
C (3.038, -2.187, -3.925)  -0.218
Cl (4.044, -2.512, -5.346)  -0.219
H (2.624, -3.123, -3.570)  0.290
H (2.241, -1.507, -4.204)  0.208
Cl (7.571, -3.936, -0.534)  -0.166
C (6.756, -2.394, -0.251)  0.570
Cl (6.183, -2.259, 1.423)  -0.177
H (7.451, -1.588, -0.445)  -0.040
H (5.905, -2.322, -0.916)  -0.181
Cl (2.087, -6.385, -7.143)  -0.157
C (3.097, -5.074, -7.767)  0.313
Cl (2.414, -4.364, -9.235)  -0.159
H (3.169, -4.302, -7.009)  -0.254
H (4.079, -5.470, -7.997)  0.273
Cl (0.785, -1.446, 8.976)  -0.139
C (-0.168, -2.713, 9.761)  -0.290
Cl (-1.775, -2.136, 10.211)  -0.139
H (-0.274, -3.545, 9.075)  0.250
H (0.352, -3.031, 10.658)  0.321
Cl (6.466, 2.278, 4.487)  -0.152
C (7.101, 1.091, 3.341)  -0.404
Cl (7.040, 1.697, 1.680)  -0.062
H (8.131, 0.873, 3.596)  0.361
H (6.503, 0.188, 3.401)  0.230
Cl (-7.633, 3.466, 2.382)  -0.197
C (-6.751, 3.732, 0.871)  0.025
Cl (-5.306, 4.717, 1.120)  -0.163
H (-6.451, 2.769, 0.470)  -0.008
H (-7.405, 4.241, 0.172)  0.337
Cl (7.300, 5.839, 0.399)  -0.162
C (7.732, 4.512, -0.685)  0.173
Cl (9.219, 4.860, -1.576)  -0.163
H (7.881, 3.613, -0.097)  -0.084
H (6.926, 4.362, -1.394)  0.245
Cl (7.328, -1.419, -3.532)  -0.113
C (7.217, 0.307, -3.198)  -0.430
Cl (7.308, 0.631, -1.457)  -0.058
H (8.031, 0.822, -3.695)  0.374
H (6.263, 0.668, -3.565)  0.262
Cl (2.514, 1.120, 2.983)  -0.135
C (3.418, 2.562, 2.492)  0.382
Cl (2.752, 3.276, 1.019)  -0.161
H (3.369, 3.293, 3.290)  0.279
H (4.447, 2.279, 2.307)  -0.367
Cl (-11.136, 1.256, 1.383)  -0.156
C (-9.870, 0.598, 2.427)  0.148
Cl (-9.469, -1.070, 1.998)  -0.156
H (-8.982, 1.209, 2.317)  -0.107
H (-10.219, 0.619, 3.453)  0.274

***

For reference, LUMO energy by record: -0.003; 0.023; 0.003 hartree.
For reference, gap between HOMO and LUMO by record: 8.40; 10.49; 9.20 eV.